# 1
# C4H9NO

An isolated molecule of C4H9NO (ωB97M-V with the def2-TZVPD basis set, the Open Molecules 2025 dataset).

The LUMO energy comes out at 0.91 eV. The SMILES is CCNC(C)=O. The value obtained for the relative energy (zero: lowest compared OMol25 entry of this formula, charge and spin) is 0.201 eV. Its multiplicity is 1.

Each line ends with the Löwdin charge.
Geometry (Å):
H (3.167, -0.642, 0.428)  0.084
O (0.693, -1.291, 1.300)  0.043
C (1.021, -0.512, 0.420)  -0.545
H (2.565, 0.719, -0.547)  0.070
C (-2.086, 0.499, 0.163)  -0.090
C (2.398, 0.131, 0.362)  -0.005
N (0.193, -0.132, -0.595)  0.030
H (-1.518, -0.436, -1.708)  0.112
H (-3.151, 0.291, 0.011)  0.071
H (0.533, 0.589, -1.209)  0.126
H (-1.899, 1.539, -0.131)  0.071
H (-1.861, 0.397, 1.229)  0.074
H (2.512, 0.791, 1.227)  0.086
C (-1.221, -0.458, -0.654)  -0.243
H (-1.346, -1.484, -0.297)  0.116

=====

# 2
# C24H46Cl26N3O2

A cluster of 14 separate species, C24H46Cl26N3O2 in total in a non-equilibrium geometry (ωB97M-V with the def2-TZVPD basis set, the Open Molecules 2025 dataset).

The LUMO energy comes out at -3.57 eV. Its net charge is +1. Its multiplicity is 1.

Each line ends with the Löwdin charge.
Geometry (Å):
Cl (-1.974, -7.212, 1.459)  0.533
H (-3.380, -0.976, 1.645)  0.116
Cl (-4.193, -5.329, 1.188)  0.565
H (-2.795, 1.570, 1.937)  0.011
H (-0.487, -1.014, -3.533)  0.066
H (3.672, 4.441, 4.745)  0.007
C (0.936, 0.245, 0.996)  0.033
H (-2.276, -5.534, -0.163)  0.026
Cl (-7.286, -8.411, -1.420)  0.515
C (3.796, 2.055, 1.046)  -0.085
H (-1.981, -2.463, -2.238)  0.121
N (-0.136, -1.208, 2.275)  -0.010
H (7.039, 2.510, -4.246)  0.034
N (1.808, -0.364, 1.893)  -0.072
Cl (3.956, 7.469, 4.633)  0.538
C (-8.686, -9.690, 1.814)  -1.014
C (6.942, 0.545, -8.284)  -0.994
Cl (-4.625, -7.390, -2.063)  0.519
H (1.982, 8.491, 5.418)  0.034
N (3.157, -0.163, 2.041)  0.082
Cl (-1.975, 2.917, 0.193)  0.527
Cl (5.152, 3.901, -3.981)  0.518
H (2.746, 2.407, 1.010)  0.056
C (-1.225, -0.554, -2.855)  -0.089
H (2.094, 8.865, -2.932)  0.029
H (-1.902, -4.860, 1.439)  0.002
H (2.739, 2.508, -4.114)  -0.039
H (-3.232, -2.987, -0.687)  0.112
O (-2.685, -0.959, -0.951)  -0.167
C (1.785, 2.014, -4.266)  -0.985
C (3.056, 5.817, 1.465)  -1.076
Cl (2.078, 0.369, -4.844)  0.509
C (-5.650, -8.128, -0.822)  -1.061
C (-1.343, -1.958, 2.714)  -0.135
H (-8.673, -10.265, 2.733)  0.027
Cl (-10.268, -8.929, 1.637)  0.516
H (-5.698, -7.461, 0.030)  -0.059
H (1.200, 2.549, -5.007)  0.036
H (-2.036, -1.320, 3.283)  0.128
H (5.653, 0.090, 0.053)  0.098
H (1.779, 6.736, 5.147)  -0.098
Cl (1.471, 7.960, 3.178)  0.571
Cl (-5.192, -4.359, -5.801)  0.491
C (-3.426, -1.979, -0.289)  -0.181
Cl (6.341, -0.820, -7.339)  0.513
H (-1.208, 0.011, 0.741)  0.109
H (1.166, 0.988, 0.238)  0.111
C (5.976, 2.404, -4.435)  -1.015
H (-0.668, 1.755, 7.433)  0.036
H (3.588, 8.874, -1.967)  0.030
H (8.007, 0.652, -8.108)  0.029
O (-1.902, -2.520, 1.563)  -0.123
Cl (0.901, 2.009, -2.731)  0.545
C (2.657, 8.352, -2.160)  -0.996
H (-5.804, -5.887, -4.121)  -0.037
C (0.039, 1.391, 6.694)  -1.023
H (4.088, -0.138, -0.873)  0.091
H (6.755, 0.355, -9.336)  0.028
Cl (1.592, 5.256, 0.653)  0.485
C (4.602, -0.246, 0.099)  -0.011
H (-0.998, -2.761, 3.391)  0.152
C (1.156, -1.245, 2.668)  0.015
H (5.799, 2.221, -5.492)  -0.077
C (-3.186, -1.977, 1.225)  -0.184
Cl (6.136, 2.053, -7.827)  0.556
H (-2.096, -0.276, -3.472)  0.090
H (3.116, 5.349, 2.442)  -0.013
C (-0.307, -0.292, 1.272)  -0.019
C (2.950, 3.736, 5.145)  -0.937
Cl (-4.607, 2.989, 1.462)  0.544
H (0.626, 2.211, 6.304)  -0.054
H (-3.967, -2.653, 1.649)  0.098
Cl (4.508, 5.401, 0.540)  0.530
H (4.273, 2.364, 0.106)  0.076
C (-6.317, -5.440, -4.965)  -1.036
H (4.619, -1.311, 0.376)  0.089
H (4.260, 2.476, 1.944)  0.045
Cl (-0.863, 0.659, 5.360)  0.504
H (3.289, 3.359, 6.104)  0.040
Cl (5.364, 1.029, -3.505)  0.502
H (-4.500, -1.745, -0.416)  0.144
H (3.006, 6.895, 1.573)  -0.068
C (2.200, 7.658, 4.757)  -1.005
Cl (3.028, 6.714, -2.704)  0.486
C (-1.634, -1.539, -1.744)  -0.256
Cl (-7.734, -4.569, -4.371)  0.500
C (3.791, 0.536, 1.115)  -0.287
Cl (1.409, 4.578, 5.368)  0.615
C (-3.222, 1.986, 1.028)  -1.058
Cl (1.121, 0.226, 7.461)  0.517
Cl (-7.391, -8.486, 1.881)  0.521
H (-0.739, 0.341, -2.427)  -0.024
Cl (1.697, 8.324, -0.677)  0.517
H (-3.555, 1.190, 0.369)  0.008
C (-2.469, -5.610, 0.903)  -1.011
H (-5.212, -9.077, -0.528)  0.032
Cl (2.791, 2.377, 4.017)  0.591
H (-6.642, -6.209, -5.657)  0.029
H (-0.744, -1.733, -1.118)  0.110
H (1.561, -1.865, 3.460)  0.169
H (-8.511, -10.339, 0.962)  0.020

=====

# 3
# C5H20BCrF4O5

A structure of composition C5H20BCrF4O5 in a non-equilibrium geometry (ωB97M-V with the def2-TZVPD basis set, the Open Molecules 2025 dataset).

The LUMO energy (alpha / beta) comes out at -3.06 / -3.08 eV. The value obtained for the relative energy (zero: lowest compared OMol25 entry of this formula, charge and spin) is 0.010 eV. Its net charge is +1. Its multiplicity is 5.

Each line ends with the Löwdin spin population.
Geometry (Å):
H (9.394, -4.431, 23.624)  0.001
H (8.050, -3.645, 22.843)  0.000
H (4.440, -1.276, 27.284)  0.000
C (7.936, -3.632, 27.235)  0.009
C (5.226, -0.550, 27.237)  0.007
O (8.702, -2.562, 24.405)  0.038
O (5.615, -2.233, 24.071)  0.024
H (8.796, -2.939, 27.243)  0.001
C (8.556, -0.135, 27.515)  0.005
H (4.934, -1.700, 23.648)  0.001
H (4.931, 0.407, 27.665)  0.001
C (5.076, -3.566, 23.937)  0.005
H (4.162, -3.692, 24.568)  0.001
F (6.283, 0.643, 22.105)  0.001
C (8.505, -3.865, 23.776)  0.007
H (6.010, -0.955, 27.836)  0.001
O (6.854, -2.981, 26.603)  0.059
H (4.718, -3.673, 22.951)  0.000
H (8.980, 0.448, 25.738)  0.002
H (8.372, -0.960, 28.126)  0.000
H (9.608, 0.172, 27.683)  0.000
H (8.080, 0.753, 27.943)  0.001
H (9.563, -2.272, 24.042)  0.003
H (7.693, -3.972, 28.229)  0.001
H (7.813, -4.455, 24.302)  0.001
F (8.603, 1.089, 22.147)  0.001
H (8.322, -4.535, 26.713)  0.001
B (7.432, 0.815, 22.859)  0.005
F (7.296, 1.820, 23.773)  0.000
O (8.429, -0.294, 26.101)  0.025
H (6.093, -3.532, 26.717)  0.004
Cr (7.124, -1.488, 25.173)  3.699
H (5.815, -4.364, 24.050)  0.000
O (5.663, -0.277, 25.905)  0.034
H (5.134, 0.454, 25.548)  0.003
F (7.501, -0.321, 23.622)  0.058

=====

Q: What is the multiplicity in the first record?
A: 1